116
Properties=species:S:1:pos:R:3:mulliken_spin:R:1 method="wB97M-V/def2-TZVPD" gap_ha="0.2698 / 0.2760" charge=+3 mol_weight_g_mol=802.06 homo_ha="-0.5379 / -0.5378" multiplicity=2
V -0.53428 -0.60213 -0.70079 1.219
C -1.33695 -3.10421 4.29511 0.000
N -1.78899 -1.70730 4.30918 -0.003
C -2.35517 -1.36179 5.62474 0.000
C -1.85472 -0.79813 3.32818 0.014
N -2.02187 -1.13908 2.01746 -0.007
C -2.40032 -2.52417 1.67185 0.016
C -2.89721 -2.67927 0.25655 0.017
N -1.90183 -2.44834 -0.82405 -0.030
C -2.70587 -2.37437 -2.08515 0.009
C -2.08116 -1.40667 -3.07210 0.034
N -1.74260 -0.21814 -2.30379 -0.071
C -2.26273 0.96757 -2.54924 0.024
N -2.63285 1.37389 -3.77772 0.003
C -1.95349 0.92284 -4.98742 -0.002
C -3.71942 2.32443 -3.99704 0.000
N -2.35952 1.85155 -1.50872 0.014
C -3.03563 1.62351 -0.21691 -0.013
C -2.07260 3.26533 -1.72629 0.001
C -0.94675 -3.58817 -0.92752 0.031
C 0.33942 -3.31710 -0.17352 0.028
N 0.88505 -2.01249 -0.57452 0.004
C 2.21614 -1.97467 -0.84492 -0.001
N 2.78559 -2.92764 -1.61111 -0.002
C 2.07205 -3.60437 -2.68282 -0.001
C 4.13589 -3.43354 -1.36998 0.000
N 2.99743 -0.99546 -0.37577 -0.005
C 4.18189 -0.51512 -1.08742 0.001
C 2.74763 -0.31473 0.88461 0.019
N -1.79766 0.49295 3.69866 -0.006
C -2.66638 1.55532 3.22060 -0.009
C -0.82775 0.94730 4.69587 -0.003
H -0.89690 -3.30252 5.27155 0.000
H -0.58822 -3.38191 3.55598 0.000
H -2.19628 -3.76959 4.19446 0.000
H -2.97778 -2.19538 5.94697 0.000
H -2.97340 -0.47317 5.55675 0.000
H -1.57112 -1.20879 6.36538 0.000
H -3.21030 -2.83508 2.33312 0.002
H -1.56641 -3.19940 1.84152 -0.009
H -3.72688 -1.99975 0.08985 -0.004
H -3.29203 -3.69662 0.15923 0.000
H -3.69370 -1.99037 -1.83843 -0.001
H -2.83507 -3.37303 -2.50978 -0.001
H -2.79775 -1.20365 -3.86831 -0.001
H -1.18855 -1.83012 -3.54806 -0.009
H -1.03948 0.39502 -4.72767 0.000
H -1.69161 1.79667 -5.58544 0.000
H -2.59059 0.27723 -5.59351 0.000
H -4.30176 2.44742 -3.08859 0.000
H -4.37548 1.92888 -4.77223 0.000
H -3.34418 3.29462 -4.32586 0.000
H -3.83989 0.06595 0.82991 -0.002
H -4.09142 1.89311 -0.31906 0.000
H -2.57092 2.34489 0.46359 -0.002
H -1.53489 3.39232 -2.66187 0.000
H -1.43545 3.61483 -0.91068 -0.002
H -2.97321 3.88310 -1.74898 0.000
H -0.70122 -3.70805 -1.98379 -0.001
H -1.42560 -4.51555 -0.59929 -0.003
H 1.04969 -4.12252 -0.36653 0.001
H 0.18644 -3.30935 0.90741 -0.039
H 1.16366 -3.06035 -2.93066 0.001
H 1.81622 -4.63265 -2.41664 0.000
H 2.71155 -3.63528 -3.56566 0.000
H 4.49209 -3.09827 -0.40118 0.000
H 4.83522 -3.12202 -2.14578 0.000
H 4.09390 -4.52320 -1.36393 0.000
H 4.17651 -0.84782 -2.11998 0.000
H 5.10372 -0.83945 -0.60376 0.000
H 4.16055 0.57458 -1.08125 0.000
H 1.91710 -0.78217 1.39546 -0.009
H 2.53962 0.74451 0.72499 0.002
H 3.64611 -0.39688 1.50056 0.001
H -3.44804 1.16378 2.58043 0.000
H -2.08737 2.31433 2.69142 0.003
H -3.14196 2.02491 4.08338 0.000
H -0.12681 0.15206 4.93104 0.000
H -1.32044 1.27912 5.61016 0.000
H -0.27767 1.78333 4.25743 0.002
N -2.99644 0.28688 0.31892 -0.025
C -1.78315 -0.18679 0.94923 -0.125
C -0.23141 5.23161 1.67858 0.000
N 0.96778 4.75787 2.33998 0.000
C 1.89070 5.60179 2.94087 0.000
C 2.86861 4.81312 3.42212 0.000
N 2.50046 3.52146 3.08798 0.000
C 1.31945 3.45152 2.41955 -0.003
S -0.42397 0.84477 1.02051 -0.099
H -0.73479 5.97563 2.29365 0.000
H -0.89463 4.38146 1.53003 0.000
H 0.00571 5.68044 0.71254 0.000
H 1.76829 6.66906 2.97766 0.000
H 3.76573 5.05387 3.96194 0.000
H 3.03271 2.70714 3.33928 0.000
N 1.66399 -4.16199 2.87522 0.000
N 2.44917 -3.00231 2.55042 0.000
H 1.98727 -4.60370 3.73415 0.000
H 1.80525 -4.83896 2.13369 0.000
H 3.43573 -3.15392 2.75386 0.000
H 2.13603 -2.26257 3.16965 0.000
N 3.90273 3.89149 -4.36156 0.000
C 3.96779 2.60018 -4.02509 -0.001
S 5.26951 1.62635 -4.23203 0.003
C 2.79058 2.03420 -3.30797 0.005
C 2.27695 2.62496 -2.16036 -0.004
C 1.34529 1.93357 -1.39964 0.042
N 0.89031 0.72382 -1.73897 -0.055
C 1.32579 0.19928 -2.89978 0.066
C 2.26515 0.80256 -3.69953 -0.002
H 4.69063 4.31422 -4.83110 0.000
H 3.03844 4.40676 -4.33352 0.000
H 2.64218 3.58144 -1.81154 0.000
H 0.98479 2.35288 -0.46727 -0.005
H 0.92035 -0.77085 -3.16788 -0.007
H 2.63171 0.31722 -4.59326 0.000

=====

120
Properties=species:S:1:pos:R:3:lowdin_charge:R:1 method="wB97M-V/def2-TZVPD" gap_ha=0.4121 smiles="CCOC(=O)OC.CCOC(=O)OC.CCOC(=O)OC.CCOC(=O)OC.CCOC(=O)OC.CCOC(=O)OC.CCOC(=O)OC.CCOC(=O)OC" mol_weight_g_mol=832.84 homo_ha=-0.3875
C -27.12344 4.38147 -0.04744 -0.069
C -26.65343 3.22264 0.74622 -0.146
O -27.15786 2.02221 -0.06072 0.011
C -26.50127 0.86905 0.16363 -0.607
O -25.56309 0.76584 0.87830 0.129
O -27.12853 -0.08144 -0.56049 0.006
C -26.69529 -1.39838 -0.50358 -0.071
H -28.17015 4.53003 -0.12772 0.070
H -26.82248 4.24778 -1.04554 0.065
H -26.59124 5.28446 0.29320 0.090
H -26.98087 3.13029 1.80608 0.124
H -25.57990 3.09222 0.65879 0.110
H -27.48091 -2.03401 -0.73950 0.069
H -26.38765 -1.73075 0.47589 0.085
H -25.85346 -1.57883 -1.19873 0.110
C -26.48230 9.06559 4.28827 -0.037
C -27.19581 8.57591 5.50585 -0.237
O -28.57322 8.83797 5.62602 0.039
C -29.48995 7.97577 5.17231 -0.617
O -29.23040 6.86231 4.83658 0.120
O -30.66483 8.57550 5.22646 0.013
C -31.71216 7.82957 4.61974 -0.034
H -26.38089 8.32523 3.52318 0.066
H -25.50770 9.43587 4.70726 0.074
H -27.04012 9.99471 3.95067 0.111
H -26.70837 9.06244 6.36784 0.130
H -27.14950 7.49862 5.64517 0.108
H -32.27414 7.18377 5.37111 0.118
H -31.25726 7.19617 3.90120 0.072
H -32.33440 8.62060 4.16695 0.105
C -25.31404 -2.65968 9.08455 -0.069
C -24.90042 -1.58925 8.05768 -0.205
O -25.64317 -0.38189 8.37295 -0.041
C -25.30154 0.75063 7.66003 -0.612
O -24.34821 0.81632 6.94248 0.130
O -26.20820 1.65041 7.86763 0.005
C -27.37802 1.37410 8.72228 0.012
H -26.39736 -2.92348 9.06726 0.085
H -25.26003 -2.17758 10.09899 0.084
H -24.63988 -3.52624 9.07539 0.075
H -25.13678 -1.95565 7.04346 0.119
H -23.84958 -1.24868 7.94037 0.126
H -27.85913 0.50262 8.29844 0.084
H -28.11754 2.19584 8.65487 0.090
H -27.02286 1.19695 9.73326 0.101
C -24.40622 4.69609 8.52992 -0.056
C -25.05420 5.67912 9.41289 -0.233
O -26.15564 6.34205 8.84935 0.048
C -27.32729 5.68107 8.95158 -0.564
O -27.50727 4.58872 9.42379 0.118
O -28.28676 6.43781 8.40591 0.015
C -29.58645 5.83696 8.52082 -0.018
H -25.07724 3.90725 8.39488 0.046
H -23.46421 4.30398 8.90676 0.103
H -24.23253 5.09143 7.51858 0.064
H -24.34569 6.45393 9.67322 0.127
H -25.39282 5.16522 10.29324 0.121
H -30.20822 6.24727 7.74683 0.084
H -30.02865 5.96453 9.53096 0.115
H -29.46756 4.79875 8.38514 0.062
C -19.31839 7.36168 3.68597 -0.045
C -20.32760 6.88803 4.77490 -0.203
O -20.43190 5.45226 4.64427 0.034
C -21.23668 5.01883 5.62138 -0.607
O -21.55716 5.61600 6.60930 0.112
O -21.46332 3.71718 5.36161 0.004
C -22.18330 3.00810 6.39091 -0.030
H -18.43250 6.76419 3.82826 0.067
H -19.02147 8.44806 3.74024 0.097
H -19.72107 7.08786 2.71476 0.051
H -21.35367 7.28266 4.65539 0.100
H -20.05078 7.01367 5.85255 0.137
H -21.57076 2.95451 7.30122 0.106
H -22.40458 2.04045 5.96913 0.084
H -23.09735 3.57586 6.67603 0.051
C -25.13416 12.73870 7.74652 -0.062
C -23.81420 12.39409 7.07604 -0.172
O -23.97080 11.16972 6.28367 0.009
C -24.07736 10.06051 7.01534 -0.665
O -24.35767 10.01811 8.16103 0.147
O -23.86542 9.05788 6.19150 -0.002
C -23.69214 7.83033 6.83056 -0.036
H -25.93545 12.63938 6.97361 0.100
H -25.17197 13.73599 8.09751 0.057
H -25.32624 12.03740 8.56495 0.074
H -22.98171 12.17169 7.73721 0.123
H -23.52945 13.08462 6.27118 0.125
H -22.98492 7.27316 6.22035 0.064
H -24.60091 7.23629 6.81231 0.090
H -23.26910 7.97640 7.80668 0.103
C -26.57356 4.09881 4.64693 -0.007
C -25.07723 3.86961 4.90575 -0.187
O -24.30916 5.06633 4.77860 0.012
C -24.06823 5.41534 3.50176 -0.611
O -24.45969 4.88041 2.53023 0.161
O -23.29394 6.49062 3.59393 -0.024
C -22.79562 7.06417 2.34576 0.030
H -27.14725 3.17033 4.79259 0.079
H -26.71247 4.48164 3.63627 0.067
H -26.88863 4.92779 5.25771 0.068
H -24.56845 3.16048 4.28040 0.130
H -24.95371 3.63198 5.97395 0.092
H -23.19200 6.48221 1.54743 0.081
H -21.65510 6.95091 2.47687 0.093
H -23.01181 8.10778 2.33145 0.088
C -27.06039 -0.59417 3.42162 -0.037
C -27.90869 -0.07132 4.56428 -0.220
O -28.57986 1.07957 4.06823 0.011
C -29.33705 1.68428 5.04038 -0.607
O -29.45808 1.33414 6.17844 0.124
O -29.95129 2.69203 4.47355 0.025
C -30.51564 3.58903 5.37276 -0.045
H -26.33233 -1.20148 3.91203 0.070
H -26.51995 0.20190 2.97174 0.058
H -27.71491 -1.23111 2.81414 0.092
H -27.27826 0.28055 5.36159 0.108
H -28.71336 -0.77584 4.89891 0.146
H -31.49880 3.84487 4.99606 0.102
H -29.82559 4.42357 5.41777 0.082
H -30.62894 3.16546 6.35373 0.084

=====

Energy above the lowest of the compared OMol25 structures with the same formula, charge and spin / kcal per mole: 6.12, 50.50